[1]
Entry from the OMol25 dataset: the molecule C5H7NO in a non-equilibrium geometry (ωB97M-V with the def2-TZVPD basis set).

E	-8833.9031	eV
SMILES	Cc1cocc1N
energy relative to the best compared isomer or geometry (same formula, charge and spin)	2.2998	eV
E_HOMO	-0.292	hartree

Structure (ORCA input):
```
! wB97M-V def2-TZVPD RIJCOSX def2/J DEFGRID3
* xyz 0 1
C 0.1164 -1.2376 1.4493
C 0.1335 -0.0983 0.4959
C 1.3682 0.4861 0.4952
O 1.6118 1.1522 -0.6412
C 0.4468 1.0883 -1.3389
C -0.5313 0.4211 -0.6598
N -1.8922 0.3669 -0.9870
H -0.7618 -1.3782 2.1051
H 1.1823 -1.0220 1.7776
H 0.3432 -2.1942 0.9751
H 1.8916 0.8197 1.3793
H 0.4793 1.5056 -2.3267
H -2.3281 -0.5183 -0.7683
H -2.0598 0.6086 -1.9555
*
```

=====

[2]
Entry from the OMol25 dataset: a structure of composition C5H7NO in a non-equilibrium geometry (ωB97M-V with the def2-TZVPD basis set).

E	-8831.8166	eV
energy relative to the best compared isomer or geometry (same formula, charge and spin)	4.3863	eV
E_HOMO	-0.342	hartree

Structure (ORCA input):
```
! wB97M-V def2-TZVPD RIJCOSX def2/J DEFGRID3
* xyz 0 1
O 0.3264 -1.5053 -0.8079
C 0.2873 -0.2537 -0.5446
C -0.9803 0.0130 1.1386
C -1.0200 -1.3520 1.3591
N -0.7843 -2.4776 1.0806
C 0.1719 1.0175 -1.3422
C 1.2994 0.8097 -0.3330
H -0.1471 -2.2798 0.0791
H -0.5573 0.5789 1.9958
H -1.9830 0.4313 0.9311
H 0.4583 1.1949 -2.3850
H -0.5961 1.7106 -1.0446
H 1.2066 1.3560 0.5839
H 2.3182 0.7565 -0.7107
*
```

=====

[3]
Entry from the OMol25 dataset: the molecule C5H7NO in a non-equilibrium geometry (ωB97M-V with the def2-TZVPD basis set).

E	-8833.1076	eV
energy relative to the best compared isomer or geometry (same formula, charge and spin)	3.0953	eV
E_HOMO (alpha / beta)	-0.246 / -0.273	hartree

Structure (ORCA input):
```
! wB97M-V def2-TZVPD RIJCOSX def2/J DEFGRID3
* xyz 0 1
O -1.1280 -1.1379 2.1369
C -0.7038 -0.6832 1.0916
C -1.2573 0.5714 0.4246
C -0.2114 1.2527 -0.3901
C 0.8597 0.4836 -1.0224
C 1.0014 -0.8923 -0.6922
N 0.3479 -1.3157 0.4345
H -1.6211 1.2062 1.2405
H -2.1555 0.2703 -0.1505
H -0.1491 2.3334 -0.4245
H 1.2050 0.7748 -2.0191
H 1.5753 0.9349 -0.2740
H 1.6478 -1.5915 -1.2050
H 0.5891 -2.2066 0.8498
*
```